Record 1
55
Properties=species:S:1:pos:R:3:lowdin_charge:R:1 method="wB97M-V/def2-TZVPD" total_charge=-1 energy_ev=-132152.612 gap_ev="4.99 / 6.69" s2=6.026 multiplicity=5 fmax_ev_per_a=0.29
Ru -0.402 -1.197 1.516 0.7227
S 2.953 -1.313 4.767 0.3840
C 1.759 -1.156 3.632 -1.8743
S 0.207 -0.431 3.948 0.3668
S 1.927 -1.732 1.999 0.3445
C -2.491 -7.282 0.352 -0.1123
C -3.258 -6.015 0.727 -0.2531
C -2.460 -5.084 1.579 -0.6301
N -2.100 -3.910 1.214 0.0099
N -1.355 -3.243 2.152 -0.1346
C -1.161 -3.936 3.246 -0.7040
N -0.460 -3.504 4.298 0.1012
S -1.901 -5.511 3.182 1.0657
H -3.097 -7.922 -0.290 0.0682
H -2.218 -7.858 1.238 0.0609
H -1.573 -7.031 -0.180 0.0806
H -4.186 -6.277 1.241 0.1054
H -3.528 -5.450 -0.165 0.1116
H -0.215 -2.507 4.330 -0.0461
H -0.437 -4.036 5.146 0.0980
C -0.565 0.350 0.662 -0.5052
Ge 0.171 1.636 -0.550 0.8223
C 1.700 2.469 0.346 -0.2815
C 1.937 2.213 1.696 -0.1047
C 3.037 2.768 2.338 -0.0769
C 3.906 3.594 1.640 -0.1058
C 3.681 3.859 0.295 -0.1084
C 2.587 3.293 -0.346 -0.1199
C 0.823 0.898 -2.258 -0.2741
C 1.419 -0.363 -2.273 -0.1066
C 1.929 -0.899 -3.447 -0.0973
C 1.847 -0.180 -4.633 -0.1130
C 1.253 1.075 -4.636 -0.1067
C 0.746 1.606 -3.456 -0.1185
C -1.114 3.037 -1.046 -0.2829
C -0.960 4.349 -0.600 -0.1031
C -1.873 5.336 -0.951 -0.1009
C -2.960 5.024 -1.755 -0.1123
C -3.129 3.721 -2.206 -0.1031
C -2.212 2.741 -1.854 -0.1184
H 1.268 1.561 2.246 0.0384
H 3.218 2.537 3.381 0.1040
H 4.766 4.023 2.140 0.0924
H 4.363 4.496 -0.255 0.0913
H 2.432 3.488 -1.403 0.0961
H 1.483 -0.931 -1.349 0.0793
H 2.392 -1.878 -3.438 0.0964
H 2.243 -0.597 -5.551 0.0913
H 1.184 1.640 -5.558 0.0925
H 0.278 2.585 -3.473 0.0929
H -0.115 4.603 0.031 0.0942
H -1.736 6.350 -0.594 0.0946
H -3.673 5.792 -2.029 0.0918
H -3.977 3.470 -2.832 0.0940
H -2.355 1.727 -2.215 0.1028

Record 2
116
Properties=species:S:1:pos:R:3:lowdin_charge:R:1 method="wB97M-V/def2-TZVPD" total_charge=+2 energy_ev=-105378.121 gap_ev=6.38 multiplicity=1 fmax_ev_per_a=3.58
Al 0.716 -0.012 -0.284 0.2123
C 2.301 -0.553 3.296 -0.1786
Si 0.963 0.207 2.227 0.5813
C -0.621 -0.795 2.680 -0.2906
C -1.294 -0.598 3.892 -0.0659
C -2.103 -1.622 4.403 -0.0465
C -2.011 -2.900 3.893 -0.0582
C -1.347 -3.130 2.707 -0.0903
C -0.742 -2.056 2.058 -0.3739
P -0.027 -2.269 0.368 1.1056
C -1.348 -3.028 -0.769 -0.3777
C -1.880 -4.524 -0.526 -0.1456
C -3.255 -4.605 0.151 -0.1942
C -4.314 -3.645 -0.439 -0.1778
C -3.830 -2.178 -0.292 -0.1809
C -2.497 -2.052 -1.026 -0.2309
C 1.088 -3.815 0.460 -0.3410
C 2.218 -3.771 -0.596 -0.2251
C 3.111 -5.057 -0.467 -0.1394
C 3.808 -5.060 0.939 -0.1725
C 3.275 -3.937 1.846 -0.2142
C 1.774 -3.988 1.884 -0.1733
C 0.611 2.011 2.548 -0.3182
C 0.980 2.615 3.766 -0.0717
C 0.576 3.943 4.118 -0.0407
C -0.061 4.741 3.182 -0.0534
C -0.488 4.179 1.960 -0.0512
C -0.046 2.840 1.600 -0.3453
P -0.184 2.279 -0.162 1.0913
C -2.057 2.184 -0.577 -0.3668
C -3.045 2.210 0.617 -0.2001
C -4.291 3.019 0.327 -0.1804
C -4.979 2.649 -1.034 -0.1873
C -4.077 2.756 -2.254 -0.1674
C -2.585 3.057 -1.764 -0.1889
C 0.899 3.534 -0.922 -0.4199
C 0.202 4.876 -1.328 -0.2116
C 0.302 5.265 -2.742 -0.1826
C 1.810 5.304 -3.178 -0.1654
C 2.681 4.261 -2.454 -0.1720
C 1.812 3.016 -2.032 -0.2063
H 1.922 -1.403 3.935 0.0646
H 2.689 0.197 3.971 0.0144
H 3.134 -0.989 2.656 0.0286
H -1.188 0.360 4.417 0.1130
H -2.691 -1.447 5.314 0.1227
H -2.543 -3.705 4.318 0.1065
H -1.225 -4.160 2.377 0.1175
H -0.822 -3.140 -1.712 0.0851
H -1.155 -5.107 0.046 0.0820
H -1.943 -4.897 -1.580 0.1335
H -3.285 -4.464 1.237 0.1004
H -3.589 -5.606 -0.022 0.1042
H -5.201 -3.786 0.182 0.1159
H -4.497 -3.921 -1.472 0.1134
H -3.768 -2.024 0.776 0.1056
H -4.534 -1.512 -0.810 0.1152
H -2.141 -0.985 -0.928 0.0729
H -2.788 -2.064 -2.100 0.1232
H 0.545 -4.716 0.311 0.0728
H 2.833 -2.878 -0.456 0.0608
H 1.757 -3.700 -1.618 0.1089
H 3.828 -4.984 -1.293 0.1025
H 2.396 -5.907 -0.623 0.1259
H 4.883 -5.110 0.799 0.1010
H 3.655 -6.029 1.491 0.1266
H 3.678 -2.979 1.509 0.0730
H 3.704 -4.047 2.889 0.1438
H 1.372 -3.285 2.565 0.0619
H 1.470 -4.958 2.225 0.1185
H 1.611 2.127 4.539 0.1092
H 0.836 4.296 5.086 0.1015
H -0.282 5.754 3.362 0.0979
H -1.164 4.709 1.231 0.1230
H -2.085 1.142 -0.980 0.0474
H -2.645 2.640 1.506 0.0797
H -3.285 1.217 1.001 0.1165
H -4.095 4.089 0.383 0.1140
H -4.999 2.745 1.138 0.1278
H -5.906 3.291 -1.208 0.1331
H -5.319 1.600 -1.024 0.1049
H -4.392 3.582 -2.896 0.1111
H -4.114 1.836 -2.862 0.1044
H -2.470 4.093 -1.482 0.0829
H -1.920 2.968 -2.683 0.1036
H 1.571 3.812 -0.101 0.1113
H 0.696 5.657 -0.658 0.1522
H -0.845 4.803 -1.010 0.0677
H -0.078 6.228 -2.976 0.1089
H -0.193 4.450 -3.355 0.1208
H 2.174 6.305 -3.001 0.1084
H 2.014 5.093 -4.214 0.1031
H 3.195 4.645 -1.590 0.1027
H 3.480 3.859 -3.139 0.1258
H 2.523 2.260 -1.670 0.0879
H 1.314 2.636 -2.898 0.0956
C -1.030 0.313 -3.738 -0.0541
C 0.204 -0.479 -3.437 -0.5193
N 0.925 -0.353 -2.305 0.0378
C 2.174 -1.087 -2.475 -0.3019
C 2.201 -1.918 -3.580 -0.3023
S 0.783 -1.728 -4.562 1.1352
C 3.186 -0.826 -1.490 -0.3095
C 4.493 -1.382 -1.415 -0.3016
S 5.284 -0.755 -0.042 1.1442
C 3.941 0.297 0.341 -0.5508
N 2.821 0.075 -0.423 0.0205
C 4.205 1.477 1.216 -0.0606
H -1.445 0.772 -2.814 0.0532
H -1.816 -0.289 -4.206 0.0952
H -0.845 1.168 -4.420 0.1096
H 2.981 -2.596 -3.826 0.0868
H 4.942 -2.032 -2.140 0.0917
H 3.348 2.155 1.165 0.0777
H 5.084 2.033 0.876 0.0962
H 4.402 1.217 2.297 0.1112

Record 3
21
Properties=species:S:1:pos:R:3:lowdin_charge:R:1 method="wB97M-V/def2-TZVPD" total_charge=+1 energy_ev=-8837.880 gap_ev=11.48 multiplicity=1 fmax_ev_per_a=7.35 e_above_lowest_kcal_mol=49.41
C 1.373 1.685 -0.813 -0.1538
C 0.709 0.918 -1.967 -0.1674
H 0.815 1.744 0.102 0.0288
H 2.261 1.196 -0.443 0.0516
H 1.709 2.751 -1.008 0.0987
H 0.892 -0.152 -2.076 0.0261
H 0.916 1.281 -2.982 0.0740
H -0.409 1.063 -1.845 0.0736
C -0.672 -0.207 2.531 -0.0370
C -0.562 -1.034 0.191 -0.4686
N 0.029 -1.617 -0.852 0.1880
N -0.025 -0.977 1.389 0.0400
N -1.868 -0.681 0.110 0.1763
H 1.087 -1.724 -0.907 0.1805
H -0.334 -2.187 -1.460 0.0609
H 0.928 -1.329 1.633 0.1810
H -2.199 0.210 0.563 0.1410
H -2.390 -0.644 -0.799 0.1542
H 0.122 -0.221 3.471 0.1514
H -1.484 -0.875 3.023 0.1212
H -0.897 0.800 2.143 0.0796